Below is an isolated molecule of C5H8N2, with properties calculated with ωB97M-V with the def2-TZVPD basis set.

CARTESIAN COORDINATES (ANGSTROEM)
C1 2.287 -0.702 0.057
C2 0.991 0.111 -0.171
C3 -0.125 -0.580 -0.584
C4 -1.303 0.124 -0.228
N1 -2.645 -0.290 -0.370
C5 -0.902 1.309 0.314
N2 0.479 1.324 0.411
H1 2.431 -0.843 1.134
H2 2.185 -1.738 -0.325
H3 3.230 -0.339 -0.368
H4 -0.049 -1.509 -1.135
H5 -3.187 0.044 0.420
H6 -2.705 -1.301 -0.368
H7 -1.544 2.150 0.561
H8 0.858 2.240 0.652

Calculated values
Energy relative to the best compared isomer or geometry (same formula, charge and spin) ... 89.29 kJ/mol
Highest occupied orbital energy ... -7.34 eV
Energy ... -8294.071 eV
Maximum force ... 1.32 eV/A
SMILES ... Cc1cc(N)c[nH]1
M ... 96.133 Da



Below is an isolated molecule of C5H8N2, with properties calculated with ωB97M-V with the def2-TZVPD basis set.

CARTESIAN COORDINATES (ANGSTROEM)
C1 -0.706 -1.595 -2.319
C2 -0.420 -1.692 -1.051
N1 0.084 -1.438 0.055
N2 0.705 -0.127 -0.308
C3 1.571 0.652 0.562
C4 0.137 1.003 0.403
C5 -0.799 0.765 1.559
H1 -1.545 -0.989 -2.639
H2 0.018 -1.963 -3.037
H3 2.323 1.193 -0.015
H4 1.908 0.280 1.523
H5 -0.162 1.797 -0.280
H6 -0.400 0.004 2.234
H7 -1.771 0.414 1.197
H8 -0.944 1.695 2.116

Calculated values
Energy relative to the best compared isomer or geometry (same formula, charge and spin) ... 418.26 kJ/mol
Highest occupied orbital energy ... -9.04 eV
Energy ... -8290.661 eV
Maximum force ... 0.76 eV/A
SMILES ... C=C=NN1C[C@@H]1C
M ... 96.133 Da



Below is an isolated molecule of C5H8N2, with properties calculated with ωB97M-V with the def2-TZVPD basis set.

CARTESIAN COORDINATES (ANGSTROEM)
C1 2.360 0.155 0.031
N1 0.924 -0.103 0.020
C2 0.315 -1.315 0.305
C3 -1.050 -1.092 0.259
C4 -1.264 0.252 -0.053
N2 -2.652 0.559 -0.139
C5 -0.037 0.860 -0.207
H1 2.911 -0.729 -0.304
H2 2.605 0.970 -0.659
H3 2.734 0.436 1.024
H4 0.975 -2.154 0.517
H5 -2.049 -1.497 0.349
H6 -3.030 0.435 -1.064
H7 -2.979 1.350 0.380
H8 0.237 1.874 -0.459

Calculated values
Energy relative to the best compared isomer or geometry (same formula, charge and spin) ... 119.05 kJ/mol
Highest occupied orbital energy ... -8.01 eV
Energy ... -8293.762 eV
Maximum force ... 1.86 eV/A
SMILES ... Cn1ccc(N)c1
M ... 96.133 Da